{
  "formula": "C7H13Cl",
  "method": "ωB97M-V/def2-TZVPD",
  "orbital_gap_ha": 0.341,
  "symbols": ["C", "C", "C", "C", "C", "C", "C", "Cl", "H", "H", "H", "H", "H", "H", "H", "H", "H", "H", "H", "H", "H"],
  "coordinates": [[-0.247223, -1.991109, 0.710827], [-1.134184, -1.045427, 0.882969], [2.327630, 1.486622, 0.665272], [-1.815792, -0.687968, -1.461502], [1.509488, 0.329031, 0.094196], [0.262823, 1.037368, -0.241453], [-1.560913, -0.104269, -0.144477], [-2.896675, 1.065058, 0.240208], [-0.084921, -2.556552, 1.598951], [0.019904, -2.237082, -0.240424], [-1.387796, -0.809706, 1.889918], [1.711161, 1.922094, 1.361020], [3.226358, 1.165268, 1.139976], [2.509636, 2.146667, -0.217261], [-1.181210, -1.468051, -1.821200], [-1.860463, 0.041974, -2.220816], [-2.767600, -1.207187, -1.396732], [1.888665, -0.070918, -0.838255], [1.498226, -0.358945, 0.892462], [0.050350, 1.490726, -1.259403], [-0.067474, 1.852413, 0.365718]],
  "forces_ev_per_a": [[-1.35, -0.32, 1.86], [-0.85, 1.70, 0.52], [1.35, -0.51, -3.05], [-1.05, -0.79, -0.46], [0.15, 1.74, -0.85], [-5.07, -0.68, -1.70], [3.18, 1.84, 0.29], [0.89, -0.67, 0.16], [0.84, -0.71, 0.09], [1.30, -1.07, -2.20], [-0.52, 0.22, 0.69], [-1.09, 1.46, 1.70], [0.90, -0.14, 0.12], [0.28, 0.07, 1.16], [1.10, -0.33, 0.23], [-0.24, 0.92, -0.91], [-0.53, 0.11, -0.18], [0.55, -0.46, 0.19], [-0.75, -1.36, 0.52], [0.89, -1.17, 0.72], [0.02, 0.13, 1.11]]
}

{
  "formula": "C7H13F3I2OPPt",
  "method": "ωB97M-V/def2-TZVPD",
  "total_charge": 1,
  "orbital_gap_ha": 0.180,
  "symbols": ["C", "C", "I", "C", "I", "P", "C", "C", "O", "C", "C", "F", "F", "F", "H", "H", "H", "H", "H", "H", "H", "H", "H", "H", "H", "H", "H", "Pt"],
  "coordinates": [[2.970237, -1.535880, 0.126806], [2.980218, -0.172333, 0.798650], [4.070395, 0.019638, 2.608864], [2.313992, 0.837137, 0.283030], [2.314928, 2.740323, 1.286691], [1.276832, 0.853361, -1.269616], [-0.225050, 0.000371, -0.458921], [-1.220314, 1.031962, 0.118262], [-2.541110, 0.552365, 0.165733], [-2.768049, -0.368203, 1.216587], [-3.601336, -1.508087, 0.612555], [-4.756305, -1.021586, 0.213922], [-2.946729, -1.947181, -0.472572], [-3.754239, -2.521715, 1.422977], [3.453329, -1.397561, -0.851976], [3.599973, -2.242206, 0.661829], [1.966766, -1.909231, -0.085547], [0.735965, 2.302496, -0.906445], [2.306530, 1.529630, -2.009490], [1.778239, -0.376680, -1.825165], [0.390186, 0.982759, -2.541755], [0.119842, -0.583062, 0.395929], [-0.769720, -0.589615, -1.203511], [-0.899903, 1.374356, 1.113714], [-1.259385, 1.952792, -0.500790], [-3.315207, 0.126346, 2.027989], [-1.844803, -0.759711, 1.656537], [-0.375281, 2.629516, -2.584287]],
  "forces_ev_per_a": [[0.90, 0.52, -0.40], [0.04, -1.02, 0.23], [-0.23, -0.28, -0.56], [-0.14, 1.66, 0.60], [-0.40, -0.39, -0.84], [3.05, -2.75, 1.95], [-0.99, 1.54, 0.32], [0.12, -0.08, 0.06], [0.24, 0.05, 0.12], [-0.28, -0.02, 0.36], [1.56, 1.55, -0.19], [-1.05, -0.14, -0.14], [0.14, -0.51, -0.55], [-0.44, -0.68, 0.78], [-0.02, -0.16, 0.15], [-0.39, -0.16, 0.07], [0.06, -0.10, 0.41], [-1.70, 2.18, -1.39], [-0.45, 0.26, 0.26], [-0.44, 0.09, -0.27], [-2.27, 1.92, -2.15], [0.37, -0.27, -0.46], [0.29, -0.07, 0.01], [0.06, -0.04, -0.14], [-0.15, -0.29, 0.02], [-0.12, -0.17, -0.14], [-0.05, -0.13, -0.26], [2.30, -2.51, 2.15]]
}

{
  "formula": "C7H13F3N4",
  "method": "ωB97M-V/def2-TZVPD",
  "total_charge": 2,
  "orbital_gap_ha": [0.253, 0.265],
  "symbols": ["C", "C", "C", "C", "C", "C", "C", "N", "N", "N", "N", "F", "F", "F", "H", "H", "H", "H", "H", "H", "H", "H", "H", "H", "H", "H", "H"],
  "coordinates": [[0.466248, 1.215554, -2.001175], [1.569984, 1.474139, 0.152793], [1.142738, 0.119294, 0.642528], [0.557872, -0.678990, -0.488106], [-2.743325, -1.086786, 0.021717], [-1.924999, -0.163836, 0.717598], [-2.115891, 1.310144, 0.432654], [0.318697, -0.045739, -1.691785], [1.182010, 1.941066, -1.057291], [2.304288, 2.186447, 0.968624], [0.630272, -2.007471, -0.493305], [-1.298402, 2.133930, 1.087021], [-1.771291, 1.510410, -0.892895], [-3.346303, 1.701600, 0.564898], [0.153935, 1.667768, -2.897066], [1.880880, -0.422637, 1.313772], [0.345333, 0.351863, 1.501813], [-3.689367, -1.275281, 0.493851], [-2.327755, -2.113701, -0.075775], [-3.019871, -0.758190, -0.959448], [-1.710080, -0.441591, 1.781301], [-0.004955, -0.784893, -2.495044], [1.858074, 2.781498, -1.370351], [2.535203, 1.837935, 1.892565], [2.946232, 2.912791, 0.749848], [0.125032, -2.658679, -1.159900], [1.180557, -2.649521, 0.105797]],
  "forces_ev_per_a": [[1.57, 0.82, 1.60], [-0.06, -0.38, -0.30], [-1.74, 0.51, 2.50], [0.88, 0.27, -0.66], [-0.48, -2.03, -1.62], [0.59, 1.19, 2.55], [0.78, -1.01, -1.20], [-1.50, -5.01, -1.62], [3.02, 2.27, 0.04], [0.43, -0.61, 0.72], [-0.70, -2.77, -0.66], [0.26, 0.01, 0.80], [-0.41, 0.08, -0.07], [-0.83, 0.37, 0.33], [-0.34, 0.31, -0.89], [-0.22, 0.56, -1.46], [1.19, -0.52, -1.92], [-0.70, 0.02, 0.71], [0.06, 0.55, 0.21], [-0.05, 0.28, -0.76], [0.15, 0.52, -0.92], [0.79, 2.70, 2.31], [-2.69, -2.06, 0.41], [-0.30, -0.36, -0.09], [0.05, 1.10, -0.80], [0.60, 1.71, 0.63], [-0.36, 1.48, 0.19]]
}

{
  "formula": "C7H13F6HgNO11S2",
  "method": "ωB97M-V/def2-TZVPD",
  "total_charge": -4,
  "orbital_gap_ha": 0.083,
  "symbols": ["Hg", "O", "H", "O", "H", "O", "C", "C", "O", "H", "H", "H", "H", "C", "F", "F", "F", "S", "O", "O", "O", "C", "F", "F", "F", "S", "O", "O", "O", "C", "O", "N", "C", "C", "H", "H", "H", "H", "H", "H", "H"],
  "coordinates": [[-1.823132, 0.259164, 0.593328], [-3.923612, -2.755044, -0.940366], [-3.776736, -3.473870, -0.295193], [-4.046183, 0.499947, 3.821033], [-3.753295, 1.020789, 4.593994], [-7.681626, 2.055086, -1.369748], [-7.327661, 3.087678, -2.379042], [-5.958646, 3.916571, -2.062401], [-5.073395, 3.465174, -1.075857], [-8.136889, 3.817906, -2.380866], [-7.307752, 2.591646, -3.349435], [-6.147245, 4.968813, -1.849495], [-5.447188, 4.134739, -2.999913], [0.638499, -5.816860, 5.367137], [0.603258, -7.221519, 5.439027], [0.234249, -5.316972, 6.555591], [1.899813, -5.263782, 5.140361], [-0.580187, -5.177051, 3.985002], [-1.816508, -4.870831, 4.771248], [-0.040340, -3.935760, 3.403424], [-0.617065, -6.250741, 3.010949], [4.114689, 4.502362, 3.998409], [3.624405, 5.603320, 4.497624], [4.222539, 4.583404, 2.686804], [5.348665, 4.265607, 4.497291], [2.799410, 3.042420, 4.453765], [2.057054, 3.667055, 5.596195], [1.967295, 2.882804, 3.261933], [3.510202, 1.821885, 4.848731], [2.757278, 0.191237, -4.335086], [1.721377, -0.129898, -3.643178], [3.290671, -0.677273, -5.183189], [4.668720, -0.310290, -5.580944], [3.010041, -2.100418, -5.353118], [3.208115, 1.193491, -4.401625], [4.838882, -0.913146, -6.472957], [5.411283, -0.483882, -4.802115], [4.661758, 0.741536, -5.866795], [2.654590, -2.588572, -4.445674], [2.264539, -2.487014, -6.048026], [3.950127, -2.539708, -5.686824]],
  "forces_ev_per_a": [[-0.24, -0.11, 0.09], [0.02, -0.54, 0.08], [0.00, 0.53, -0.26], [-0.06, 0.34, 0.44], [-0.01, -0.26, -0.47], [0.79, 3.36, -3.25], [-1.85, -4.03, 3.50], [3.28, 0.48, 2.71], [-1.98, 0.63, -2.59], [0.05, 0.57, 0.05], [0.65, 0.05, -0.26], [-1.44, 0.43, 0.80], [0.29, -1.31, -1.11], [-0.83, 1.22, -1.01], [1.00, 2.20, 0.22], [0.62, -0.90, -0.35], [-1.27, -1.95, 0.55], [-2.00, 3.19, -0.42], [2.20, -1.70, -0.91], [0.43, -1.75, 1.32], [-0.01, -0.72, 0.77], [-1.67, -3.74, 0.80], [0.26, 1.52, 0.17], [0.36, 0.63, -0.86], [0.09, 0.45, 0.08], [-2.29, -0.34, 1.57], [1.68, -0.42, -1.64], [1.38, 0.74, 0.53], [0.52, 1.41, -0.50], [-5.96, -1.74, 3.06], [3.99, 1.82, -2.36], [2.32, -0.42, -1.51], [-1.14, -0.17, -0.86], [-0.04, -0.68, 0.90], [-0.12, -0.10, 0.49], [0.66, 0.26, 0.04], [0.03, -0.18, 0.00], [0.25, -0.02, 0.02], [0.43, 0.32, 0.46], [-0.31, 1.19, -0.59], [-0.08, -0.26, 0.32]]
}

{
  "formula": "C7H13F6NO17S6Zr",
  "method": "ωB97M-V/def2-TZVPD",
  "total_charge": -1,
  "spin_multiplicity": 2,
  "orbital_gap_ha": [0.288, 0.220],
  "s2": 0.7617,
  "symbols": ["Zr", "S", "O", "O", "O", "O", "S", "O", "O", "O", "O", "O", "C", "O", "O", "H", "C", "F", "F", "F", "S", "O", "O", "N", "S", "O", "O", "C", "F", "F", "F", "C", "S", "O", "C", "H", "H", "H", "H", "H", "H", "C", "S", "O", "C", "H", "H", "H", "H", "H", "H"],
  "coordinates": [[0.631362, -0.705522, -0.271207], [1.610252, -1.921402, -3.366087], [2.579372, -1.032252, -3.953097], [2.026322, -3.317892, -3.606627], [1.364822, -1.505692, -2.029727], [0.363182, -1.841082, -4.073057], [-1.139128, -2.798282, -0.841057], [0.036632, -2.682742, -0.008057], [-0.749978, -3.410962, -2.103727], [-2.247748, -3.504812, -0.179227], [-1.287838, -1.393142, -0.899967], [4.524722, 0.125648, 0.692393], [3.311982, -0.184122, 0.274033], [2.443992, 0.471018, -0.306907], [2.783392, -1.228682, 0.435203], [4.717352, 1.020018, 0.401523], [0.265792, 2.716378, 2.637973], [-0.210408, 3.850368, 3.117833], [1.550712, 2.619598, 2.559393], [-0.187508, 1.725718, 3.451563], [-0.433418, 2.533538, 0.841743], [-1.706238, 3.207098, 0.813193], [0.619662, 3.080518, -0.081437], [-0.548048, 0.721598, 0.622563], [-2.157828, 0.450668, 1.280113], [-2.371898, -0.979522, 1.506143], [-2.646538, 1.192678, 2.413253], [-3.482588, 0.787928, -0.137797], [-2.975888, 0.797138, -1.360927], [-4.449338, -0.140672, -0.076817], [-4.049758, 1.937318, 0.054183], [-0.526508, -3.244092, 3.154143], [0.863022, -2.078632, 3.359533], [0.701722, -1.267452, 2.086803], [0.222302, -1.159562, 4.771943], [-0.942308, -3.596572, 4.098053], [-0.137718, -4.151532, 2.692083], [-1.326948, -2.988972, 2.459663], [-0.145098, -1.837512, 5.542333], [-0.549808, -0.515722, 4.350723], [1.045102, -0.548282, 5.142683], [1.674362, 2.566918, -3.316237], [0.413912, 1.253608, -3.341597], [0.146652, 0.832198, -1.877827], [-1.077018, 1.878798, -4.162737], [1.209872, 3.535538, -3.131527], [2.180892, 2.615398, -4.280167], [2.231042, 2.276568, -2.425217], [-1.008288, 1.784098, -5.246437], [-1.335558, 2.892778, -3.857627], [-1.825028, 1.161988, -3.823977]],
  "forces_ev_per_a": [[1.66, -2.99, -0.79], [1.85, -0.57, -3.36], [0.91, 0.43, -0.25], [-0.18, 0.09, 0.90], [0.38, 0.08, 3.65], [-2.18, -0.10, -1.80], [-3.07, -7.96, -2.15], [5.63, -1.83, 4.26], [-0.78, 0.39, 0.55], [1.25, 1.17, -0.45], [-2.87, 7.87, -2.42], [0.04, 0.36, -0.26], [-1.13, 0.05, -0.34], [-0.50, 9.02, -3.06], [0.99, -9.52, 3.72], [0.08, 0.34, -0.08], [-2.46, -1.74, -0.48], [0.78, 0.31, -0.03], [1.19, 0.60, 0.31], [0.51, 0.69, -0.63], [2.79, 0.10, -3.15], [0.65, -0.79, 0.13], [-2.37, -1.68, 2.80], [-4.63, 6.03, 3.55], [-1.86, -4.43, 0.12], [1.28, 1.73, -0.63], [1.10, 1.22, -0.62], [0.50, -0.84, -0.19], [0.42, -0.22, -0.03], [0.87, 0.09, 0.27], [-0.59, 1.47, 0.59], [0.17, -1.43, 0.22], [-1.29, -0.92, -1.71], [0.45, 0.92, 1.14], [0.08, 0.61, -0.69], [0.07, 0.38, 0.24], [0.48, 0.08, -0.08], [0.19, 1.05, 0.08], [0.04, 0.01, -0.18], [-0.23, -0.05, 0.33], [-0.09, 0.00, 0.08], [-1.56, 0.48, 0.50], [1.04, -2.02, -0.10], [-0.44, 1.63, -1.38], [-0.09, 0.31, 1.14], [-0.01, 0.05, 0.17], [0.19, -0.49, 0.27], [0.47, 0.00, -0.34], [0.51, -0.02, 0.14], [-0.11, -0.05, 0.00], [-0.13, 0.10, 0.06]]
}

{
  "formula": "C7H13FO4S",
  "method": "ωB97M-V/def2-TZVPD",
  "orbital_gap_ha": [0.271, 0.264],
  "symbols": ["C", "C", "C", "C", "C", "C", "C", "O", "O", "O", "O", "F", "S", "H", "H", "H", "H", "H", "H", "H", "H", "H", "H", "H", "H", "H"],
  "coordinates": [[-1.800872, -1.334297, 1.209221], [-0.495561, -1.501393, 0.534498], [2.772955, -1.825193, -0.196358], [-0.545047, 2.501407, -0.436033], [1.806809, -1.126254, -1.071705], [0.858549, 2.360597, 0.195852], [1.073592, -0.079799, -0.298626], [-3.484386, 1.187927, 1.098502], [-2.994397, -1.111348, 0.350415], [-0.052348, -0.305992, 0.273853], [1.564045, 1.234585, -0.370198], [-2.783097, 0.732619, -1.279682], [-3.749046, 0.199204, 0.039272], [-2.023740, -2.214727, 1.863457], [-1.756121, -0.398329, 1.931590], [-0.309519, -2.459740, 0.041569], [2.183937, -2.507160, 0.516906], [3.376843, -1.159468, 0.301022], [3.334554, -2.442256, -0.782947], [-1.204507, 2.454299, 0.398056], [-0.719997, 3.519732, -0.868021], [-0.713717, 1.662892, -1.171197], [2.249391, -0.642178, -1.978941], [1.098877, -1.906337, -1.461426], [0.646113, 2.166582, 1.245219], [1.666694, 2.994629, -0.084310]],
  "forces_ev_per_a": [[1.47, 1.00, 2.78], [-4.14, -2.82, 2.06], [-2.70, -1.69, 1.56], [0.99, 0.82, -0.94], [-1.32, 0.76, -1.39], [-0.96, -1.70, -0.81], [-0.43, 2.56, -0.98], [-0.30, -1.28, -1.56], [-0.62, -0.77, -0.57], [4.02, 2.43, -1.32], [-0.73, -3.97, -0.14], [-0.73, -0.49, 1.03], [1.05, 1.89, 0.72], [-0.29, 0.68, -0.94], [-0.18, -1.82, -1.51], [0.61, 0.89, -0.33], [1.02, 1.15, -0.66], [1.46, 1.39, 1.39], [1.78, -1.80, -1.43], [-1.04, -0.45, 0.23], [0.31, -0.99, -0.07], [-0.04, 1.28, 0.79], [-0.09, -0.27, 0.91], [0.20, 0.96, 0.27], [0.89, 0.35, 0.31], [-0.25, 1.89, 0.61]]
}

Repeat the third record exactly.
{
  "formula": "C7H13F3N4",
  "method": "ωB97M-V/def2-TZVPD",
  "total_charge": 2,
  "orbital_gap_ha": [0.253, 0.265],
  "symbols": ["C", "C", "C", "C", "C", "C", "C", "N", "N", "N", "N", "F", "F", "F", "H", "H", "H", "H", "H", "H", "H", "H", "H", "H", "H", "H", "H"],
  "coordinates": [[0.466248, 1.215554, -2.001175], [1.569984, 1.474139, 0.152793], [1.142738, 0.119294, 0.642528], [0.557872, -0.678990, -0.488106], [-2.743325, -1.086786, 0.021717], [-1.924999, -0.163836, 0.717598], [-2.115891, 1.310144, 0.432654], [0.318697, -0.045739, -1.691785], [1.182010, 1.941066, -1.057291], [2.304288, 2.186447, 0.968624], [0.630272, -2.007471, -0.493305], [-1.298402, 2.133930, 1.087021], [-1.771291, 1.510410, -0.892895], [-3.346303, 1.701600, 0.564898], [0.153935, 1.667768, -2.897066], [1.880880, -0.422637, 1.313772], [0.345333, 0.351863, 1.501813], [-3.689367, -1.275281, 0.493851], [-2.327755, -2.113701, -0.075775], [-3.019871, -0.758190, -0.959448], [-1.710080, -0.441591, 1.781301], [-0.004955, -0.784893, -2.495044], [1.858074, 2.781498, -1.370351], [2.535203, 1.837935, 1.892565], [2.946232, 2.912791, 0.749848], [0.125032, -2.658679, -1.159900], [1.180557, -2.649521, 0.105797]],
  "forces_ev_per_a": [[1.57, 0.82, 1.60], [-0.06, -0.38, -0.30], [-1.74, 0.51, 2.50], [0.88, 0.27, -0.66], [-0.48, -2.03, -1.62], [0.59, 1.19, 2.55], [0.78, -1.01, -1.20], [-1.50, -5.01, -1.62], [3.02, 2.27, 0.04], [0.43, -0.61, 0.72], [-0.70, -2.77, -0.66], [0.26, 0.01, 0.80], [-0.41, 0.08, -0.07], [-0.83, 0.37, 0.33], [-0.34, 0.31, -0.89], [-0.22, 0.56, -1.46], [1.19, -0.52, -1.92], [-0.70, 0.02, 0.71], [0.06, 0.55, 0.21], [-0.05, 0.28, -0.76], [0.15, 0.52, -0.92], [0.79, 2.70, 2.31], [-2.69, -2.06, 0.41], [-0.30, -0.36, -0.09], [0.05, 1.10, -0.80], [0.60, 1.71, 0.63], [-0.36, 1.48, 0.19]]
}